# 1
Entry from the OMol25 dataset: the molecule C17H22N4O5 (the ωB97M-V functional and the def2-TZVPD basis).

Last column: Mulliken charge in e.
Element x y z (Å)
O -0.014 2.133 -0.782  -0.6929
C -0.400 1.216 -1.487  0.7305
C 0.225 0.933 -2.850  -0.7899
C 1.499 0.102 -2.627  -0.6842
N 2.371 0.740 -1.668  -0.0854
C 2.245 0.465 -0.346  0.2072
O 1.656 -0.507 0.085  -0.5528
C 2.946 1.435 0.552  0.2677
C 4.211 1.931 0.248  -0.1843
C 4.831 2.817 1.107  -0.6015
C 4.172 3.212 2.266  -0.0457
N 4.816 4.141 3.161  0.9930
O 5.909 4.562 2.845  -0.6169
O 4.228 4.446 4.176  -0.6123
C 2.910 2.723 2.580  -0.5285
C 2.304 1.827 1.723  -0.4555
N -1.371 0.360 -1.145  0.0378
C -1.987 0.356 0.159  -1.1066
C -1.366 -0.691 1.091  0.0261
C -1.339 -2.093 0.474  -1.3787
N -2.627 -2.562 0.029  0.2865
C -3.617 -3.073 0.950  -0.5722
C -4.623 -3.783 0.038  -0.5867
C -4.459 -3.064 -1.301  -0.6008
C -3.052 -2.498 -1.242  0.5367
O -2.416 -2.041 -2.177  -0.7886
H 0.486 1.884 -3.316  0.3855
H -0.464 0.387 -3.493  0.3486
H 2.039 -0.028 -3.569  0.3188
H 1.241 -0.878 -2.220  0.3375
H 2.683 1.668 -1.913  0.3208
H 4.720 1.607 -0.648  0.5651
H 5.814 3.211 0.899  0.4841
H 2.427 3.052 3.488  0.4809
H 1.324 1.434 1.937  0.3112
H -1.589 -0.434 -1.743  0.2623
H -3.058 0.166 0.033  0.4027
H -1.850 1.352 0.589  0.4485
H -1.917 -0.698 2.033  0.4799
H -0.329 -0.421 1.289  -0.0351
H -0.942 -2.801 1.206  0.4782
H -0.673 -2.087 -0.391  0.3494
H -4.087 -2.249 1.501  0.2972
H -3.151 -3.748 1.673  0.3057
H -4.352 -4.834 -0.068  0.3071
H -5.638 -3.728 0.425  0.3339
H -5.155 -2.229 -1.404  0.2680
H -4.582 -3.713 -2.166  0.3479

The calculation puts the total energy at -34183.586 eV. Its net charge is 0. The spin multiplicity is 1. As for the energy relative to the best compared isomer or geometry (same formula, charge and spin): 133.4 kJ/mol.



# 2
Entry from the OMol25 dataset: a cluster of 12 separate species, C15H57N3O12 in total (the ωB97M-V functional and the def2-TZVPD basis).

Last column: Mulliken charge in e.
Element x y z (Å)
C 7.655 -6.208 -16.606  -0.9298
O 6.468 -6.858 -16.337  0.6509
C 6.449 -8.203 -15.871  -0.6138
C 5.043 -8.748 -15.678  0.4776
C 5.079 -10.292 -15.070  -1.4298
N 4.381 -8.942 -16.948  -0.5992
H 7.355 -5.202 -16.900  0.1216
H 8.066 -6.573 -17.548  0.2707
H 8.481 -6.320 -15.904  0.3192
H 6.900 -8.762 -16.691  0.1463
H 7.082 -8.352 -14.996  0.4401
H 4.518 -8.063 -15.012  0.2950
H 5.516 -10.918 -15.848  0.1744
H 4.108 -10.695 -14.787  0.1627
H 5.675 -10.371 -14.161  0.3940
H 5.026 -9.300 -17.639  0.0774
H 4.110 -8.059 -17.356  0.4810
C 6.927 -1.280 -12.240  -0.9464
O 6.847 -1.820 -13.497  -0.3277
C 7.865 -1.373 -14.359  -1.1844
C 7.655 -1.663 -15.900  2.7720
C 9.033 -1.631 -16.540  -1.6238
N 6.754 -0.758 -16.533  -0.7455
H 7.882 -1.537 -11.781  0.3893
H 6.197 -1.672 -11.533  0.2902
H 6.948 -0.198 -12.110  0.3451
H 7.907 -0.293 -14.218  0.5276
H 8.780 -1.834 -13.985  0.4314
H 7.176 -2.641 -15.869  -1.7050
H 9.711 -2.379 -16.128  0.3858
H 9.480 -0.669 -16.292  0.4037
H 8.899 -1.645 -17.621  0.4348
H 7.171 0.116 -16.822  0.2950
H 6.089 -0.406 -15.859  0.2271
C 1.594 -13.670 -11.093  -0.7640
O 1.683 -12.271 -10.915  -0.4040
C 2.520 -11.599 -11.848  -0.7957
C 2.370 -10.056 -11.506  1.1760
C 2.904 -9.625 -10.118  -1.6916
N 0.985 -9.684 -11.448  -0.7976
H 2.519 -14.137 -10.753  0.2855
H 1.285 -13.827 -12.126  0.2960
H 0.893 -14.203 -10.452  0.2496
H 3.576 -11.824 -11.691  0.4581
H 2.192 -11.702 -12.882  0.3233
H 2.995 -9.509 -12.212  -0.1569
H 3.895 -10.014 -9.882  0.3787
H 2.363 -10.055 -9.275  0.3839
H 2.740 -8.577 -9.866  0.3872
H 0.673 -10.635 -11.314  0.3478
H 0.572 -9.559 -12.361  0.3355
C 0.747 -10.534 -15.523  -0.4751
O -0.648 -10.623 -15.596  -0.5347
H 1.242 -11.483 -15.318  0.2677
H 1.003 -10.177 -16.521  0.3685
H 1.240 -9.849 -14.834  0.0535
H -0.838 -11.489 -15.964  0.3163
C 6.490 -9.247 -20.382  -0.5160
O 5.095 -8.896 -20.085  -0.4754
H 6.910 -8.657 -21.196  0.3524
H 7.070 -9.009 -19.490  0.1128
H 6.778 -10.272 -20.617  0.2571
H 4.828 -8.058 -20.470  0.2745
C 8.146 -11.784 -17.427  -0.1716
O 9.316 -11.252 -16.786  -0.5326
H 7.371 -11.754 -16.661  -0.0148
H 7.910 -11.412 -18.424  0.1293
H 8.105 -12.861 -17.591  0.3592
H 9.446 -11.653 -15.924  0.3061
O 7.464 -4.615 -14.138  -0.6737
H 6.573 -4.901 -14.343  0.3281
H 7.363 -3.711 -13.840  0.3079
O 4.760 -5.517 -14.727  -0.7700
H 5.323 -6.164 -15.153  0.3268
H 4.507 -4.919 -15.430  0.2403
O 4.508 -6.524 -18.268  -0.6500
H 5.311 -6.629 -17.758  0.2622
H 4.246 -5.616 -18.118  0.1945
O 5.062 -3.654 -16.850  -0.5090
H 5.392 -2.782 -16.632  0.2136
H 4.210 -3.494 -17.255  0.2973
O 7.229 -6.984 -11.924  -0.6414
H 6.326 -7.256 -12.088  0.3197
H 7.502 -6.557 -12.735  0.3095
O 4.262 -7.151 -12.328  -0.5074
H 3.369 -6.955 -12.044  0.2294
H 4.294 -6.858 -13.239  0.2254

The calculation puts the total energy at -45514.852 eV. Its net charge is 0. The spin multiplicity is 1.



# 3
Entry from the OMol25 dataset: a structure of composition C42H90N4O19S (the ωB97M-V functional and the def2-TZVPD basis).

Last column: Mulliken charge in e.
Element x y z (Å)
C 4.119 1.593 0.735  -2.3507
S 2.301 1.360 0.964  2.2278
O 2.225 -0.124 0.824  0.1290
C 2.303 1.807 2.758  -0.9489
H 4.678 1.278 1.616  0.5883
H 4.351 2.652 0.616  0.5313
H 4.371 1.065 -0.184  0.4336
H 2.526 0.876 3.279  0.5920
H 1.454 2.277 3.254  -0.0570
H 3.153 2.457 2.962  0.5925
C 0.304 0.634 0.750  -0.0914
O -0.213 1.250 1.662  -0.7384
N -0.146 -0.572 0.276  2.2092
C 0.285 -1.187 -0.895  -1.6328
C -1.438 -1.114 0.779  1.7192
H 1.266 0.782 0.236  -1.2236
H 1.224 -0.702 -1.165  0.6944
H -0.527 -1.078 -1.614  -0.7680
H 0.573 -2.205 -0.631  -0.9124
H -1.237 -2.155 1.033  -1.2729
H -1.788 -0.600 1.673  -0.4023
H -2.056 -0.904 -0.094  -0.8114
C 0.096 -2.050 -2.897  0.9204
O -0.894 -2.673 -2.617  -0.2981
N 0.144 -1.002 -3.788  0.4271
C 1.383 -0.292 -4.121  -1.4532
C -1.061 -0.482 -4.415  -1.7989
H 1.078 -2.238 -2.437  1.1204
H 1.403 0.757 -3.826  -0.0157
H 1.505 -0.312 -5.204  0.5416
H 2.277 -0.791 -3.747  0.3016
H -1.948 -0.912 -3.950  0.6951
H -1.146 0.597 -4.283  0.6379
H -0.993 -0.751 -5.469  0.3958
C 2.150 -3.080 0.740  0.3792
O 2.093 -4.162 0.161  -0.7410
N 1.211 -2.682 1.655  0.7811
C 1.183 -1.364 2.185  -0.0092
C 0.190 -3.565 2.204  -0.4617
H 2.818 -2.251 0.461  0.0204
H 2.089 -0.842 1.877  -0.1108
H 1.365 -1.341 3.260  0.7990
H 0.308 -0.752 1.968  -0.9081
H 0.411 -4.004 3.177  0.3743
H -0.734 -3.003 2.342  -0.9842
H 0.103 -4.472 1.606  0.7895
C 2.548 -1.167 -1.409  0.3940
O 1.970 -0.980 -2.478  0.1140
N 3.803 -0.701 -1.169  0.0617
C 4.551 -0.997 0.103  -0.6919
C 4.507 0.084 -2.183  -1.0622
H 2.108 -1.779 -0.607  0.4034
H 5.257 -1.827 0.127  0.4465
H 3.811 -1.313 0.838  0.7821
H 4.988 -0.082 0.506  0.5069
H 5.446 -0.393 -2.466  0.4120
H 3.900 0.233 -3.076  0.2263
H 4.801 1.106 -1.945  0.5094
O -2.561 -1.218 4.768  -0.6803
C -2.187 -0.520 3.785  0.3457
O -2.860 -0.386 2.625  0.0788
C -4.058 -1.026 2.377  -0.1940
C -4.303 -1.217 0.851  0.0714
C -0.847 0.241 3.831  -0.3490
H -4.869 -0.529 2.909  0.6313
H -4.048 -1.966 2.928  -0.2187
H -4.324 -0.253 0.342  0.1023
H -5.282 -1.665 0.683  0.3808
H -3.640 -1.945 0.382  0.3406
H -0.439 0.446 2.842  0.7672
H -0.134 -0.314 4.440  0.5556
H -1.020 1.228 4.262  0.4698
O 1.144 5.768 2.915  -0.6351
C 0.056 5.791 2.316  0.9274
O -0.714 4.745 2.007  0.1013
C -0.474 3.472 2.444  -1.9793
C 0.435 2.785 1.459  -1.6518
C -0.485 7.138 1.865  -1.1175
H -1.466 3.021 2.423  0.7770
H -0.092 3.374 3.460  0.4094
H 0.740 1.759 1.667  -1.4938
H 1.393 3.295 1.357  1.1580
H 0.054 2.607 0.454  0.3216
H -0.316 7.818 2.701  0.4679
H -1.535 7.106 1.572  0.2913
H 0.074 7.329 0.949  0.3768
O 2.016 -3.200 -2.415  -0.5805
C 1.317 -4.101 -1.967  -0.1969
O 1.502 -5.479 -2.073  -0.2234
C 2.344 -6.030 -3.006  -0.2035
C 1.784 -6.261 -4.421  -1.1494
C 0.108 -3.687 -1.124  -0.7836
H 2.623 -7.009 -2.615  0.3934
H 3.296 -5.515 -3.128  0.2938
H 0.946 -6.934 -4.241  0.3189
H 2.456 -6.679 -5.171  0.3843
H 1.379 -5.355 -4.871  0.2527
H 0.514 -3.106 -0.295  0.9749
H -0.273 -4.621 -0.712  0.8643
H -0.723 -3.240 -1.670  -1.2138
O -1.686 4.225 -0.991  -0.4110
C -2.255 4.390 0.049  1.2373
O -2.673 3.450 0.940  -0.4856
C -2.663 2.091 0.588  -0.3941
C -2.689 1.175 1.893  -0.4373
C -2.580 5.762 0.555  -1.9843
H -1.643 1.956 0.227  -0.0041
H -3.284 1.801 -0.260  1.7491
H -2.304 0.175 1.694  -1.3830
H -3.705 1.196 2.288  0.2926
H -2.013 1.577 2.648  0.8488
H -2.839 5.637 1.606  0.5796
H -3.441 6.195 0.047  0.4675
H -1.799 6.523 0.587  0.3104
O -2.174 2.098 -3.409  -0.6589
C -1.549 1.793 -2.413  -0.3413
O -1.387 0.564 -1.840  1.0117
C -2.407 -0.415 -2.110  -1.1191
C -3.556 -0.323 -0.974  -0.2695
C -0.610 2.778 -1.801  -1.7568
H -1.835 -1.328 -1.948  1.1105
H -2.796 -0.336 -3.125  0.7282
H -4.381 0.235 -1.416  0.4028
H -3.201 0.279 -0.137  -1.5821
H -3.864 -1.310 -0.631  0.2837
H -0.201 2.503 -0.829  0.6366
H -1.043 3.773 -1.902  0.7831
H 0.306 2.736 -2.391  1.4684
O -0.547 -4.822 0.307  -0.3880
C -1.352 -3.913 0.338  0.5483
O -2.102 -3.481 1.392  -0.1241
C -2.227 -4.346 2.515  0.2283
C -3.152 -3.680 3.555  -1.8973
C -1.616 -3.020 -0.862  0.4329
H -1.291 -4.482 3.056  0.1159
H -2.668 -5.301 2.229  0.4850
H -2.900 -2.672 3.887  0.6101
H -3.092 -4.218 4.501  0.5138
H -4.207 -3.637 3.283  0.3266
H -0.821 -2.433 -1.323  -1.2928
H -2.400 -2.332 -0.545  0.4394
H -2.114 -3.542 -1.679  0.5134
O 3.962 2.473 -1.300  -0.7993
C 2.752 2.498 -1.521  -0.8456
O 1.884 3.460 -1.173  0.1099
C 2.230 4.632 -0.470  -1.3338
C 0.905 5.375 -0.119  -0.6927
C 2.005 1.310 -2.162  0.3319
H 2.870 5.296 -1.051  0.6405
H 2.775 4.314 0.419  0.1253
H 0.439 5.749 -1.030  0.3681
H 1.111 6.269 0.470  1.0934
H 0.276 4.718 0.482  -0.8445
H 2.584 0.389 -2.092  -1.2066
H 1.939 1.501 -3.233  1.0001
H 1.046 1.122 -1.678  -0.9394

The calculation puts the total energy at -100624.487 eV. Its net charge is 0. The spin multiplicity is 1.



# 4
Entry from the OMol25 dataset: a cluster of 2 separate species, C3H5NO4 in total (the ωB97M-V functional and the def2-TZVPD basis).

Last column: Mulliken charge in e.
Element x y z (Å)
N 1.511 1.191 -1.997  0.6691
O 2.609 0.699 -2.246  -0.3077
C -1.287 -1.392 0.388  -0.9479
C -0.313 -0.531 1.184  0.6368
O 0.178 -0.850 2.245  -0.5020
C 0.054 0.774 0.443  -0.2905
O 0.924 0.091 -0.323  -0.4032
O 1.262 2.217 -1.326  -0.3657
H -1.678 -0.870 -0.496  0.3036
H -0.810 -2.319 0.037  0.2677
H -2.130 -1.658 1.038  0.3331
H -0.835 1.157 -0.091  0.3060
H 0.513 1.492 1.143  0.3007

The calculation puts the total energy at -12865.156 eV. Its net charge is 0. The spin multiplicity is 1. As for the energy relative to the best compared isomer or geometry (same formula, charge and spin): 744.8 kJ/mol.